Entry 1:
77
Properties=species:S:1:pos:R:3:mulliken_charge:R:1 method="wB97M-V/def2-TZVPD" largest_force_ev_per_a=3.4 lumo_ev=0.52 e_homo_ev=-7.3531
C 4.67669 2.66522 2.39043 -1.31
C 3.57528 1.74917 2.79754 0.82
C 3.79391 0.57358 3.50198 -1.06
C 2.67287 0.04943 4.14969 -0.86
C 1.50836 0.75521 3.84012 0.23
C 0.14760 0.27540 4.05621 0.72
C -1.26641 0.32670 3.13545 0.59
C -1.81676 -0.53353 2.15242 1.46
C -3.18904 -0.56182 1.80320 -1.00
C -4.07106 0.35951 2.35654 -0.51
C -3.56737 1.26225 3.28959 -1.00
C -2.19630 1.26664 3.60793 -0.66
C 0.21862 -0.91586 4.96470 -0.65
C 0.75666 -0.75604 6.22983 -0.24
N 0.39657 -1.76975 7.06181 0.27
C 0.84638 -1.59119 8.43133 -0.96
C -0.41980 -2.67683 6.34128 -1.36
C -1.17246 -3.77641 6.73996 -0.83
C -1.97687 -4.43278 5.77625 -0.54
C -2.00222 -3.98868 4.44302 -1.58
C -1.19075 -2.92126 4.03268 0.84
C -0.49452 -2.17881 4.99003 0.85
S 1.94840 2.25864 3.07134 -0.25
H 5.27313 2.98654 3.25948 0.29
H 5.37658 2.17712 1.70144 0.31
H 4.27820 3.55554 1.89858 0.40
H 4.80690 0.20714 3.52331 0.36
H 2.69996 -0.82593 4.77834 0.53
H -0.07516 1.13169 4.70757 0.42
H -1.24349 -1.29341 1.63345 0.24
H -3.59830 -1.29354 1.09364 0.41
H -5.12519 0.43653 2.05960 0.42
H -4.20472 1.99597 3.79327 0.36
H -1.87330 1.96890 4.37572 0.37
H 1.35208 0.06464 6.59431 0.57
H 1.10681 -2.52843 8.93568 0.35
H 1.73153 -0.93257 8.33829 0.29
H 0.08880 -1.04024 9.01168 0.32
H -1.11791 -4.06631 7.79463 0.38
H -2.56972 -5.30181 6.07511 0.37
H -2.64924 -4.47918 3.71179 0.46
H -1.10202 -2.65681 2.98058 0.37
C -3.98173 2.95286 -0.89926 -1.38
C -2.77448 2.04858 -0.85405 0.93
C -1.73576 2.25398 0.06483 -0.46
C -0.61437 1.42703 0.05745 -0.17
C -0.54970 0.30623 -0.77953 0.34
B 0.58012 -0.77108 -0.53634 0.32
O 0.40068 -1.59841 0.62043 0.25
C 1.37119 -2.64764 0.64590 1.14
C 1.82439 -3.05571 2.05733 -1.69
C 0.69616 -3.92859 0.19665 -2.01
C 2.47048 -2.08964 -0.38116 1.98
C 3.75159 -1.76484 0.36427 -1.60
C 2.67299 -2.88699 -1.67405 -1.90
O 1.88495 -0.86216 -0.94377 -0.48
C -1.59463 0.08997 -1.68959 -1.05
C -2.67086 0.97458 -1.74347 -0.69
H -4.43375 2.86768 -1.89728 0.39
H -4.75533 2.64928 -0.17330 0.23
H -3.72650 4.00909 -0.71254 0.35
H -1.81552 3.03295 0.82931 0.32
H 0.24761 1.56000 0.70921 0.23
H 2.54592 -3.88189 1.95658 0.56
H 2.28583 -2.29815 2.68958 0.04
H 0.98206 -3.46659 2.63445 0.37
H 1.48102 -4.66027 -0.03105 0.45
H 0.07992 -4.33737 1.01191 0.38
H 0.02488 -3.79030 -0.65196 0.35
H 4.25088 -2.69040 0.68204 0.33
H 4.45384 -1.21021 -0.26318 0.52
H 3.52657 -1.18154 1.26656 -0.04
H 3.13980 -3.87409 -1.56745 0.35
H 1.70703 -2.98693 -2.19541 0.36
H 3.30511 -2.27202 -2.33116 0.41
H -1.57498 -0.77867 -2.34265 0.34
H -3.49712 0.85376 -2.44342 0.31


Entry 2:
90
Properties=species:S:1:pos:R:3:mulliken_charge:R:1 method="wB97M-V/def2-TZVPD" largest_force_ev_per_a=1.7 lumo_ev="2.23 / 2.23" e_homo_ev="-4.0341 / -4.0299" charge=-1
Pt -0.56939 1.83975 -0.24065 1.22
F 1.37881 3.87232 -3.99075 -0.24
C 1.76885 3.31494 -2.84644 0.57
F 1.38996 2.04321 -2.82896 -0.11
F 3.10056 3.36832 -2.80025 -0.23
S 1.06262 4.29180 -1.40983 1.05
O 0.93951 3.32112 -0.28931 -0.91
O 2.04887 5.29916 -1.17056 -0.70
N -0.26422 4.93122 -1.88896 -0.58
S -1.55489 4.16852 -2.44633 0.96
O -2.67057 4.23980 -1.55958 -0.60
O -1.23803 2.96381 -3.15748 -0.54
C -1.98863 5.38522 -3.78061 0.41
F -1.78183 6.64790 -3.40374 -0.22
F -1.28043 5.15990 -4.88912 -0.22
F -3.28328 5.24937 -4.08272 -0.22
C -2.03834 -1.79000 -0.96552 -1.38
C -2.95089 -0.87180 -1.77828 0.67
C -2.17292 -0.18445 -2.90163 -1.24
C -3.74743 0.08420 -0.90469 0.11
C -5.11584 0.17874 -1.12664 -0.83
C -5.93738 0.97264 -0.34470 -1.42
C -5.37608 1.64454 0.72917 -0.73
C -4.01661 1.58622 1.01314 0.57
C -3.52754 2.30555 2.26156 0.17
C -2.68138 1.41118 3.17209 -1.27
C -2.83012 3.63809 1.97791 -1.09
C -3.18394 0.85511 0.13343 0.55
N -1.81580 0.77680 0.38179 0.51
H -1.57227 -2.52940 -1.62495 0.52
H -2.59455 -2.31849 -0.18712 0.29
H -1.24491 -1.22381 -0.47365 -0.16
H -3.70474 -1.50686 -2.25596 0.53
H -1.40183 0.47933 -2.51134 -0.15
H -2.82963 0.42267 -3.52613 0.33
H -1.68988 -0.94043 -3.52890 0.45
H -5.53906 -0.39750 -1.94300 0.38
H -6.99673 1.04978 -0.55449 0.35
H -6.00741 2.23403 1.38563 0.36
H -4.44272 2.54782 2.81203 0.45
H -1.77404 1.07284 2.66996 0.06
H -3.24489 0.52804 3.48226 0.33
H -2.38707 1.96480 4.06787 0.44
H -1.86055 3.49518 1.50281 -0.03
H -2.66695 4.17561 2.91657 0.47
H -3.42751 4.26385 1.31319 0.25
O 1.04695 -0.56614 1.36462 -0.72
P 1.39204 -1.99197 1.18804 1.27
C 1.56511 -2.38163 -0.57030 0.43
C 1.36294 -1.30571 -1.43149 0.28
C 1.48506 -1.48155 -2.80379 -0.99
C 1.81313 -2.72681 -3.31706 -0.79
C 2.01941 -3.80370 -2.46121 -0.72
C 1.89637 -3.63108 -1.09214 -0.06
C 2.97208 -2.39504 1.98159 0.41
C 3.43789 -3.69654 2.15239 -0.37
C 4.67547 -3.92470 2.73275 -0.65
C 5.45013 -2.84944 3.15308 -0.43
C 4.98364 -1.55265 2.99777 -0.68
C 3.74547 -1.32154 2.41099 -0.48
C 0.23529 -3.19046 1.89917 0.43
C -0.59112 -4.00352 1.13295 -0.24
C -1.52241 -4.83474 1.74351 -0.64
C -1.63690 -4.85056 3.12386 -0.47
C -0.82089 -4.03348 3.89831 -0.68
C 0.10801 -3.20857 3.28911 -0.68
H 1.08777 -0.34150 -1.01451 0.00
H 1.31158 -0.64136 -3.46445 0.54
H 1.90422 -2.86434 -4.38761 0.38
H 2.27306 -4.77692 -2.86260 0.40
H 2.05476 -4.47648 -0.43208 0.28
H 2.82379 -4.53883 1.85333 0.25
H 5.03468 -4.93783 2.86316 0.41
H 6.41673 -3.02673 3.60867 0.37
H 5.58320 -0.71497 3.33207 0.42
H 3.36733 -0.31650 2.26569 0.48
H -0.52515 -3.97938 0.05328 0.28
H -2.16871 -5.45506 1.13566 0.42
H -2.36834 -5.49146 3.60019 0.39
H -0.91791 -4.03434 4.97643 0.42
H 0.73340 -2.56406 3.89652 0.41
C 5.05768 0.65709 -0.77497 -1.11
S 3.48530 1.34836 -0.24019 0.57
C 4.11730 2.86078 0.50184 -1.27
H 5.60183 1.35646 -1.41263 0.38
H 4.84923 -0.24285 -1.35399 0.28
H 5.68676 0.38192 0.07434 0.28
H 4.90707 2.63453 1.22044 0.41
H 3.29228 3.34544 1.01900 0.28
H 4.49557 3.54722 -0.25685 0.36


In order of appearance, E_tot = -52971.63771 -110439.14966 eV.